[1]
The following is a DFT calculation (the ωB97M-V functional and the def2-TZVPD basis) of a molecular structure, BeFH8O4 in a non-equilibrium geometry.

Orbital gap   9.36 eV
Highest occupied orbital energy   -13.7 eV
Charge   +1
Molar mass   100.07 g mol⁻¹
Relative energy (zero: lowest compared OMol25 entry of this formula, charge and spin)   40.8 kJ/mol

Positions of all 14 atoms, in Å:
1 Be 0.812 -1.664 -23.949
2 F 0.921 -2.660 -22.836
3 O -0.632 -1.572 -24.777
4 H -0.947 -2.450 -25.058
5 H -1.410 -0.978 -24.757
6 O 1.931 -2.109 -25.199
7 H 2.469 -2.897 -25.012
8 H 2.576 -1.418 -25.517
9 O 1.132 -0.114 -23.385
10 H 1.730 0.295 -22.730
11 H 0.777 0.697 -23.804
12 O 0.160 -5.377 -23.068
13 H 0.257 -4.456 -23.384
14 H 1.116 -5.537 -22.807

What are the natural (NBO) partial charges on each atom? They are as follows, in elementary charge units: atom 1 (Be): 1.712, atom 2 (F): -0.877, atom 3 (O): -1.035, atom 4 (H): 0.546, atom 5 (H): 0.549, atom 6 (O): -1.017, atom 7 (H): 0.542, atom 8 (H): 0.533, atom 9 (O): -1.025, atom 10 (H): 0.553, atom 11 (H): 0.525, atom 12 (O): -0.932, atom 13 (H): 0.458, atom 14 (H): 0.468



[2]
The following is a DFT calculation (the ωB97M-V functional and the def2-TZVPD basis) of a single C4H8O3 molecule.

Orbital gap   9.55 eV
Highest occupied orbital energy   -8.6 eV
Charge   0
Molar mass   104.10 g mol⁻¹
Relative energy (zero: lowest compared OMol25 entry of this formula, charge and spin)   483.3 kJ/mol
Structure (SMILES)   C=C(OC)OOC

Positions of all 15 atoms, in Å:
1 C -2.111 0.532 -0.846
2 O -1.598 -0.681 -0.332
3 C -0.067 -0.932 1.846
4 C 0.461 -0.672 0.654
5 O -0.197 -0.649 -0.556
6 O 1.777 -0.459 0.467
7 C 2.170 0.444 -0.561
8 H -2.132 0.525 -1.942
9 H -1.521 1.379 -0.484
10 H -3.128 0.592 -0.451
11 H 0.577 -0.907 2.715
12 H -1.108 -1.200 1.941
13 H 2.148 -0.047 -1.538
14 H 1.533 1.334 -0.583
15 H 3.194 0.741 -0.328

What are the natural (NBO) partial charges on each atom? They are as follows, in elementary charge units: atom 1 (C): -0.264, atom 2 (O): -0.250, atom 3 (C): -0.597, atom 4 (C): 0.572, atom 5 (O): -0.275, atom 6 (O): -0.507, atom 7 (C): -0.253, atom 8 (H): 0.178, atom 9 (H): 0.185, atom 10 (H): 0.202, atom 11 (H): 0.222, atom 12 (H): 0.227, atom 13 (H): 0.186, atom 14 (H): 0.179, atom 15 (H): 0.196



[3]
The following is a DFT calculation (the ωB97M-V functional and the def2-TZVPD basis) of 2 unconnected molecules or ions with the total composition C3H6NO2 in a non-equilibrium geometry.

Orbital gap   6.21 eV
Highest occupied orbital energy   -14.1 eV
Charge   +1
Molar mass   88.09 g mol⁻¹
Relative energy (zero: lowest compared OMol25 entry of this formula, charge and spin)   477.4 kJ/mol

Positions of all 12 atoms, in Å:
1 C 2.175 -1.757 -1.312
2 C 1.025 -1.886 -0.561
3 C -2.385 2.341 1.413
4 N 0.216 -0.911 -0.085
5 O 0.313 0.285 -0.671
6 O -1.611 1.762 0.665
7 H 2.812 -2.584 -1.531
8 H 2.534 -0.751 -1.448
9 H 0.680 -2.750 -0.020
10 H -3.061 3.194 1.214
11 H -2.275 2.298 2.602
12 H -0.423 0.759 -0.266

What are the natural (NBO) partial charges on each atom? They are as follows, in elementary charge units: atom 1 (C): 0.005, atom 2 (C): -0.174, atom 3 (C): 0.343, atom 4 (N): 0.213, atom 5 (O): -0.366, atom 6 (O): -0.597, atom 7 (H): 0.248, atom 8 (H): 0.234, atom 9 (H): 0.265, atom 10 (H): 0.152, atom 11 (H): 0.125, atom 12 (H): 0.553



[4]
The following is a DFT calculation (the ωB97M-V functional and the def2-TZVPD basis) of a single C4H9FO molecule in a non-equilibrium geometry.

Orbital gap   11.23 eV
Highest occupied orbital energy   -10.2 eV
Charge   0
Molar mass   92.11 g mol⁻¹
Relative energy (zero: lowest compared OMol25 entry of this formula, charge and spin)   141.9 kJ/mol
Structure (SMILES)   OCCCCF

Positions of all 15 atoms, in Å:
1 C -1.371 0.154 0.526
2 C -0.540 0.584 -0.535
3 C 0.844 1.136 -0.110
4 C 1.560 -0.076 0.579
5 H -2.292 -1.524 -0.324
6 H -0.853 -0.584 1.108
7 H -1.752 0.904 1.147
8 H -0.274 -0.293 -1.213
9 H -1.094 1.484 -0.955
10 H 0.930 2.162 0.493
11 H 1.320 1.355 -1.124
12 H 1.007 -0.690 1.355
13 H 2.583 0.067 1.000
14 O -2.461 -0.574 -0.107
15 F 1.907 -1.009 -0.376

What are the natural (NBO) partial charges on each atom? They are as follows, in elementary charge units: atom 1 (C): -0.071, atom 2 (C): -0.424, atom 3 (C): -0.453, atom 4 (C): 0.034, atom 5 (H): 0.475, atom 6 (H): 0.155, atom 7 (H): 0.183, atom 8 (H): 0.227, atom 9 (H): 0.218, atom 10 (H): 0.223, atom 11 (H): 0.232, atom 12 (H): 0.165, atom 13 (H): 0.174, atom 14 (O): -0.752, atom 15 (F): -0.387



[5]
The following is a DFT calculation (the ωB97M-V functional and the def2-TZVPD basis) of a single C4H2 molecule in a non-equilibrium geometry.

Orbital gap   9.13 eV
Highest occupied orbital energy   -9.2 eV
Charge   0
Molar mass   50.06 g mol⁻¹
Relative energy (zero: lowest compared OMol25 entry of this formula, charge and spin)   324.1 kJ/mol

Positions of all 6 atoms, in Å:
1 C -0.403 -1.111 -0.057
2 C -0.632 1.049 -0.033
3 C -0.065 -0.039 -0.901
4 C -0.044 -0.030 0.830
5 H 0.679 -0.088 -1.662
6 H 0.466 0.220 1.824

What are the natural (NBO) partial charges on each atom? They are as follows, in elementary charge units: atom 1 (C): -0.037, atom 2 (C): 0.019, atom 3 (C): -0.212, atom 4 (C): -0.268, atom 5 (H): 0.233, atom 6 (H): 0.265



[6]
The following is a DFT calculation (the ωB97M-V functional and the def2-TZVPD basis) of a molecular structure, C21H40F3N7O12SV in a non-equilibrium geometry.

Orbital gap (alpha / beta)   6.25 / 7.22 eV
Highest occupied orbital energy (alpha / beta)   -5.6 / -5.6 eV
Charge   -1
Molar mass   722.59 g mol⁻¹
2S+1   3

Positions of all 85 atoms, in Å:
1 V 0.353 -1.158 1.999
2 N -1.170 0.930 0.169
3 O -2.300 1.367 -0.033
4 O -0.202 1.198 -0.504
5 O -1.074 0.040 1.113
6 N 2.327 1.531 1.495
7 O 3.281 1.419 0.735
8 O 1.672 0.462 1.803
9 O 1.988 2.601 2.009
10 N 0.103 -0.391 4.536
11 O 1.030 -1.142 4.073
12 O -0.695 -0.016 3.622
13 O -0.034 -0.146 5.686
14 C 0.694 -1.892 -2.485
15 F -0.222 -2.869 -2.373
16 F 1.424 -2.076 -3.563
17 F 0.036 -0.736 -2.603
18 S 1.764 -1.813 -0.987
19 O 0.763 -1.650 0.108
20 O 2.448 -3.085 -0.919
21 O 2.620 -0.687 -1.165
22 N -3.850 0.675 2.832
23 C -4.754 0.172 1.921
24 C -5.560 -0.680 2.627
25 C -5.194 -0.633 3.997
26 C -4.103 0.208 4.070
27 H -3.047 1.233 2.587
28 H -4.611 0.464 0.896
29 H -6.335 -1.265 2.151
30 H -5.643 -1.213 4.783
31 H -3.511 0.509 4.918
32 N -2.840 3.297 -2.336
33 C -1.711 3.060 -3.074
34 C -1.921 3.571 -4.324
35 C -3.255 4.066 -4.372
36 C -3.776 3.919 -3.116
37 H -2.943 3.012 -1.377
38 H -0.849 2.642 -2.581
39 H -1.163 3.674 -5.084
40 H -3.741 4.499 -5.230
41 H -4.721 4.118 -2.635
42 C 1.979 3.047 -3.364
43 C 2.579 2.191 -2.250
44 N 4.027 2.063 -2.117
45 C 4.557 3.385 -1.782
46 C 5.989 3.331 -1.292
47 C 4.632 1.623 -3.379
48 C 3.949 0.414 -4.019
49 H 2.449 2.856 -4.334
50 H 2.184 4.122 -3.247
51 H 0.896 2.957 -3.394
52 H 2.247 2.571 -1.276
53 H 2.067 1.231 -2.227
54 H 4.478 4.084 -2.633
55 H 3.956 3.786 -0.964
56 H 6.749 3.099 -2.048
57 H 6.258 4.280 -0.816
58 H 6.195 2.574 -0.529
59 H 5.664 1.329 -3.181
60 H 4.589 2.453 -4.108
61 H 4.631 -0.027 -4.744
62 H 2.954 0.650 -4.398
63 H 3.745 -0.349 -3.262
64 C -2.804 -2.456 0.536
65 C -2.403 -2.453 2.023
66 N -1.021 -2.896 2.349
67 C -0.596 -4.031 1.493
68 C 0.887 -4.337 1.696
69 C -1.047 -3.312 3.784
70 C -1.655 -4.649 4.108
71 H -3.790 -2.031 0.399
72 H -2.691 -3.449 0.105
73 H -2.076 -1.858 -0.026
74 H -2.597 -1.453 2.405
75 H -3.150 -3.121 2.469
76 H -1.189 -4.922 1.701
77 H -0.737 -3.740 0.460
78 H 1.127 -5.403 1.747
79 H 1.517 -3.901 0.925
80 H 1.220 -4.048 2.704
81 H -1.622 -2.528 4.285
82 H -0.044 -3.251 4.202
83 H -2.664 -4.797 3.725
84 H -1.692 -4.794 5.186
85 H -1.026 -5.453 3.716

What are the Löwdin partial charges on each atom? They are as follows, in elementary charge units: atom 1 (V): 1.224, atom 2 (N): -0.477, atom 3 (O): 0.025, atom 4 (O): 0.084, atom 5 (O): -0.163, atom 6 (N): -0.529, atom 7 (O): 0.040, atom 8 (O): -0.165, atom 9 (O): 0.016, atom 10 (N): -0.521, atom 11 (O): -0.082, atom 12 (O): -0.055, atom 13 (O): 0.133, atom 14 (C): -0.665, atom 15 (F): 0.125, atom 16 (F): 0.165, atom 17 (F): 0.137, atom 18 (S): 0.559, atom 19 (O): -0.406, atom 20 (O): -0.282, atom 21 (O): -0.240, atom 22 (N): 0.017, atom 23 (C): -0.137, atom 24 (C): -0.133, atom 25 (C): -0.111, atom 26 (C): -0.155, atom 27 (H): 0.134, atom 28 (H): 0.103, atom 29 (H): 0.087, atom 30 (H): 0.080, atom 31 (H): 0.110, atom 32 (N): 0.016, atom 33 (C): -0.133, atom 34 (C): -0.119, atom 35 (C): -0.125, atom 36 (C): -0.154, atom 37 (H): 0.111, atom 38 (H): 0.081, atom 39 (H): 0.086, atom 40 (H): 0.079, atom 41 (H): 0.100, atom 42 (C): -0.070, atom 43 (C): -0.279, atom 44 (N): -0.155, atom 45 (C): -0.276, atom 46 (C): -0.103, atom 47 (C): -0.259, atom 48 (C): -0.087, atom 49 (H): 0.062, atom 50 (H): 0.071, atom 51 (H): 0.037, atom 52 (H): 0.103, atom 53 (H): 0.076, atom 54 (H): 0.108, atom 55 (H): 0.116, atom 56 (H): 0.058, atom 57 (H): 0.065, atom 58 (H): 0.076, atom 59 (H): 0.107, atom 60 (H): 0.105, atom 61 (H): 0.069, atom 62 (H): 0.064, atom 63 (H): 0.057, atom 64 (C): -0.056, atom 65 (C): -0.221, atom 66 (N): -0.212, atom 67 (C): -0.230, atom 68 (C): -0.055, atom 69 (C): -0.243, atom 70 (C): -0.074, atom 71 (H): 0.072, atom 72 (H): 0.069, atom 73 (H): 0.067, atom 74 (H): 0.083, atom 75 (H): 0.117, atom 76 (H): 0.115, atom 77 (H): 0.095, atom 78 (H): 0.086, atom 79 (H): 0.042, atom 80 (H): 0.080, atom 81 (H): 0.122, atom 82 (H): 0.101, atom 83 (H): 0.077, atom 84 (H): 0.085, atom 85 (H): 0.074



For reference, DFT total energy by record: -11436.51129; -10415.99409; -8781.03403; -9057.18796; -4173.07357; -102095.40284 eV.